Record 1
A single C3H4OS2 molecule at a distorted geometry, computed with the ωB97M-V functional and the def2-TZVPD basis.

Results
Structure (SMILES) ... O=CSCC=S
Total charge ... 0
Highest occupied orbital energy ... -8.9654 eV
M ... 120.20 Da
ΔE to the lowest compared entry with this formula, charge and spin ... 43.8 kcal per mole
Kohn-Sham gap ... 8.529 eV

Geometry as XYZ:
```
10
Properties=species:S:1:pos:R:3:forces:R:3:nbo_charge:R:1
C 1.389333 -0.341573 -0.498225 2.508 1.428 -1.312 -0.237
C 0.409439 -0.630485 0.480231 -1.922 -0.865 1.196 -0.610
C -1.745791 0.880741 -0.164289 -0.658 1.693 1.053 0.194
H 1.086165 -0.828280 -1.460175 1.042 0.753 0.259 0.208
H 0.415624 0.044505 1.359629 0.269 -0.967 -0.292 0.275
H 0.745181 -1.706045 0.554988 -0.868 0.569 1.219 0.278
H -2.811057 1.205696 -0.139471 -0.005 -1.045 -0.583 0.160
O -0.961221 1.772270 0.006525 0.893 0.261 -0.223 -0.535
S 2.802232 0.391123 -0.033100 -1.468 -0.820 -1.252 0.035
S -1.329909 -0.787954 -0.106109 0.208 -1.008 -0.066 0.232
```
Forces are in eV/Å.

Record 2
A molecular structure, C32H41BBrCl2Li2N4O11PS2 at a distorted geometry, computed with the ωB97M-V functional and the def2-TZVPD basis.

Results
Total charge ... 0
Highest occupied orbital energy ... -5.2441 eV
M ... 928.31 Da
Kohn-Sham gap ... 1.411 eV

Geometry as XYZ:
```
97
Properties=species:S:1:pos:R:3:forces:R:3:mulliken_charge:R:1
C -4.865381 -6.983526 0.589601 0.954 0.213 -0.289 -1.075
C -3.556538 -7.142857 1.408258 -1.475 0.879 0.009 0.022
S -2.202927 -6.278165 0.544658 1.150 0.029 -0.333 -0.204
C -2.833207 -4.682295 -0.134362 -0.611 0.462 1.396 -1.219
C -1.691392 -3.831197 -0.674669 -0.694 0.724 1.303 -0.516
C -1.222424 -4.227565 -1.905642 0.624 -1.266 -1.700 0.588
B -1.852250 -5.500256 -2.671888 -0.412 -0.480 -0.317 0.578
N -1.272465 -6.793641 -2.653196 -0.334 0.668 1.170 -0.479
O -3.050990 -5.331203 -3.372025 0.161 0.389 0.613 -0.677
C -0.193285 -3.547779 -2.547486 0.767 2.408 2.226 0.071
C 0.327392 -2.344579 -1.857249 -0.308 -2.078 -2.429 -0.461
C -0.156728 -1.950197 -0.631596 0.843 1.240 1.645 1.600
C 0.411468 -0.690366 -0.038219 0.729 1.208 -0.703 -1.600
C -0.065978 0.495801 -0.947187 -1.243 0.017 1.326 -0.853
C -1.523270 0.836395 -0.488134 -0.048 -0.303 -0.268 1.017
C -2.441716 1.059659 -1.696454 0.826 0.929 0.434 -2.038
N -2.643353 -0.169498 -2.473146 -0.689 0.531 -1.002 0.768
C -2.779567 0.095740 -3.929074 0.440 -0.229 -0.294 -1.257
C -3.763205 -0.880179 -2.041579 0.328 -1.361 -2.184 0.536
C -4.376610 -1.998973 -2.899495 0.197 -0.077 -0.084 -1.317
O -4.298371 -0.648217 -1.020478 -1.106 0.794 3.313 -0.508
C -1.140799 -2.665859 0.028909 -1.560 -2.868 -0.749 0.345
P -1.813734 -2.238893 1.665109 -0.618 0.428 1.626 0.578
O -1.096001 -1.260395 2.474191 1.174 0.726 -0.104 -0.817
O -3.329975 -1.807359 1.575883 0.307 -0.930 -0.554 -0.462
O -1.835699 -3.628903 2.553617 -0.089 -0.039 -1.746 -0.384
C 1.391212 -1.597961 -2.603913 -2.058 -0.852 -1.858 0.163
O 2.305050 -1.044663 -2.116610 2.356 1.183 1.352 -0.495
C 1.229572 -1.658029 -4.110870 0.570 2.187 0.073 -0.073
Br 1.754311 -0.145440 -5.170335 -0.027 -0.467 0.818 -0.066
C 0.767654 -2.707168 -4.725046 -0.998 -1.482 0.169 -0.756
C 0.406302 -3.894794 -3.861417 -0.090 2.744 -0.807 -0.199
O 0.657456 -4.983519 -4.244301 0.153 -2.685 -0.338 -0.524
H -5.333106 -6.038704 0.881696 -0.223 -0.293 0.030 0.308
H -5.540465 -7.830212 0.719363 0.020 0.209 0.145 0.380
H -4.622229 -6.890884 -0.480673 -0.271 -0.279 0.072 0.152
H -3.706052 -6.678430 2.419226 0.448 -0.460 -0.545 -0.268
H -3.254269 -8.182985 1.545311 0.278 0.203 -0.241 0.522
H -3.349501 -4.192384 0.701833 0.120 -0.008 -0.218 0.701
H -3.621528 -4.842195 -0.875487 0.373 -0.029 -0.086 0.719
H -0.645522 -6.905675 -1.866057 0.231 -0.289 -0.250 0.243
H -1.991797 -7.504375 -2.572765 0.230 -0.272 -0.513 0.251
H -3.776581 -5.711342 -2.864792 -0.224 -0.125 -0.443 0.356
H 0.092505 -0.445298 0.973227 -0.131 -0.534 -0.195 0.543
H 1.505782 -0.748466 -0.012098 -0.240 -0.004 -0.158 0.602
H 0.543069 1.388596 -0.791532 0.204 -0.208 -0.439 0.766
H -0.168112 0.202184 -1.994574 0.552 0.190 0.030 0.287
H -1.549192 1.717462 0.160364 0.068 0.036 -0.264 0.378
H -1.903834 0.007594 0.125179 -0.169 0.168 -0.236 -0.681
H -1.914770 1.786853 -2.327375 -0.113 -0.230 -0.027 0.600
H -3.372029 1.564005 -1.409152 -0.012 -0.431 0.002 0.412
H -2.199374 0.961173 -4.253642 0.074 -0.097 0.377 0.386
H -3.825153 0.295712 -4.187753 0.204 0.007 -0.152 0.419
H -2.402954 -0.762711 -4.496919 -0.267 0.094 0.014 0.297
H -4.605845 -1.680742 -3.918007 0.290 -0.233 0.024 0.458
H -3.751229 -2.902221 -2.896904 0.093 0.313 -0.328 0.272
H -5.325093 -2.292929 -2.444617 0.176 0.257 0.153 0.339
H -3.375897 -0.932672 1.994236 -0.290 -0.022 -0.061 0.364
H -0.900254 -3.819998 2.665922 -0.267 1.054 1.518 0.112
H 0.681392 -2.752044 -5.803173 0.076 -0.348 0.073 0.527
C 8.016984 7.856131 2.441306 -0.091 -0.149 0.162 -0.950
N 6.855341 6.957823 2.529038 -0.040 -0.070 -0.274 0.045
C 6.724640 6.165052 3.614695 0.037 -0.072 0.092 -0.443
C 5.631894 5.342236 3.750583 -0.008 -0.218 -0.019 -0.554
C 4.650918 5.332882 2.765848 0.647 0.230 0.155 0.541
C 4.827074 6.138081 1.647827 -1.205 0.406 -0.346 -1.525
C 5.939496 6.946344 1.549779 0.107 0.019 0.262 0.056
C 3.416783 4.544705 2.843776 -0.357 -0.183 0.093 0.975
C 2.211986 5.213833 2.801639 0.175 0.605 -0.007 -0.583
C 1.030349 4.520131 2.816265 -0.362 0.089 -0.169 -0.325
N 1.034180 3.187195 2.857518 0.020 0.100 0.116 0.167
C 2.192414 2.496398 2.924657 0.067 0.120 -0.077 -0.368
C 3.393587 3.150447 2.926748 0.175 -0.132 0.025 -0.606
C -0.240055 2.464992 2.804254 0.065 -0.246 0.033 -0.759
H 8.920924 7.256134 2.514235 0.048 0.099 0.005 0.363
H 7.956205 8.566489 3.262989 0.130 0.033 -0.037 0.361
H 7.998043 8.384223 1.493978 -0.034 -0.038 -0.002 0.291
H 7.501291 6.219797 4.362715 0.035 0.094 -0.064 0.450
H 5.542579 4.734117 4.641594 0.027 0.018 -0.006 0.465
H 4.078467 6.106038 0.831614 0.283 0.571 0.669 0.843
H 6.104610 7.585360 0.694784 0.029 0.003 0.025 0.402
H 2.168876 6.294302 2.755480 -0.117 -0.049 -0.208 0.445
H 0.076796 5.025463 2.775729 -0.060 0.106 -0.297 0.371
H 2.122401 1.418679 2.961694 -0.123 0.026 -0.026 0.493
H 4.307354 2.572450 2.958603 -0.017 0.047 -0.056 0.469
H -0.308838 1.820023 3.678578 -0.053 -0.099 -0.099 0.443
H -0.239457 1.885931 1.884852 -0.186 -0.068 0.062 0.049
H -1.064666 3.170347 2.794904 0.091 0.064 -0.126 0.311
Cl -3.412552 -6.335345 4.355561 0.380 0.301 0.412 -0.744
O -0.815806 6.935154 -1.242608 0.010 -0.121 -0.091 -0.619
S -0.066568 6.132073 -0.262792 -0.071 0.120 0.336 1.169
O -0.739630 4.809747 -0.073211 0.173 -0.224 0.247 -0.565
O 0.004336 6.844269 1.036738 0.128 -0.350 0.316 -0.741
O 1.301278 5.896208 -0.784222 -0.118 -0.086 0.059 -0.594
Li -0.241412 -5.043693 1.798623 -0.788 -1.356 -0.473 0.722
Li 1.631397 -4.037176 -1.213959 0.005 0.120 0.006 0.801
Cl 4.556262 4.779723 -0.516502 0.552 -1.022 -0.697 -0.590
```
Forces are in eV/Å.